DFT (ωB97M-V/def2-TZVPD) results for a structure of composition C28H22BrF4NO5PRu.

Properties
LUMO energy (spin up / spin down): -6.44 / -9.18 eV
Molar mass: 740.43 Da
Net charge: +2
HOMO-LUMO gap (spin up / spin down): 7.875 / 5.129 eV
HOMO (spin up / spin down): -14.31 / -14.31 eV
ΔE to the lowest compared entry with this formula, charge and spin: 1.2144 eV
E: -133887.64723 eV
2S+1: 2

Last column: natural (NBO) charge in e.
CARTESIAN COORDINATES (ANGSTROEM)
Ru  -0.00785  -0.52462  -0.26884  0.37
Br  -2.46274  -0.44087  -0.17751  0.33
P  -0.20936  -0.40564  -2.52622  1.32
F  -5.21594  -0.41188  -1.33325  -0.28
F  -1.51737  -0.12194  -5.27707  -0.28
F  -4.11799  -0.11645  -5.88386  -0.25
F  -5.98367  -0.26572  -3.92981  -0.24
O  0.69118  3.62406  0.35292  -0.60
O  3.74871  0.67053  1.03545  -0.37
O  0.46466  1.55339  -0.41583  -0.59
O  2.10024  -0.60801  0.08677  -0.61
O  0.50224  0.56275  2.10352  -0.46
N  0.03357  -2.50903  0.64562  -0.80
C  -0.19087  -3.84927  0.11358  0.20
C  -1.48031  -4.34839  0.06461  -0.29
C  0.67624  -5.87401  -0.80228  -0.17
C  1.18524  -3.89816  -5.13516  -0.17
C  -0.61048  -6.38981  -0.86619  -0.21
C  1.50436  -2.59915  -5.50966  -0.20
C  0.44067  2.35644  0.50353  0.81
C  -2.96088  -0.36319  -2.00447  -0.14
C  0.08760  -3.06876  -3.16574  -0.21
C  -4.30746  -0.35358  -2.29610  0.36
C  1.11333  -1.53400  -4.71708  -0.17
C  0.37160  3.43112  -3.75030  -0.22
C  0.47116  -4.13120  -3.96947  -0.14
C  0.41393  -1.76707  -3.52883  -0.42
C  -1.68723  -5.62654  -0.43628  -0.16
C  0.53668  1.11100  -3.13249  -0.42
C  2.72515  0.09561  0.86973  0.84
C  1.78994  0.32490  2.44388  -0.03
C  2.53414  2.38368  -3.55746  -0.20
C  -0.23992  2.23551  -3.39756  -0.14
C  -4.70667  -0.27619  -3.62398  0.32
C  -3.74700  -0.20233  -4.62410  0.29
C  -1.97462  -0.30793  -2.97128  -0.48
C  0.89359  -4.59270  -0.31540  -0.27
C  1.92767  1.18910  -3.20352  -0.19
C  0.12591  1.94037  1.92619  -0.19
C  1.75677  3.50362  -3.83193  -0.18
C  -2.39978  -0.21562  -4.29111  0.43
H  1.91480  -0.67389  2.85674  0.24
H  3.61214  2.44078  -3.62574  0.24
H  2.30570  1.11267  2.98490  0.23
H  -0.49231  -3.26120  -2.27422  0.22
H  -0.95521  1.98464  2.06382  0.26
H  2.23189  4.43045  -4.12532  0.24
H  -2.69006  -6.02922  -0.47552  0.24
H  2.04796  -2.41420  -6.42596  0.24
H  -0.77371  -7.39192  -1.23807  0.24
H  0.60830  2.58263  2.66128  0.25
H  1.34211  -0.52651  -5.03446  0.23
H  1.48327  -4.72898  -5.76064  0.24
H  0.20472  -5.13966  -3.68453  0.22
H  1.89745  -4.18535  -0.27327  0.22
H  -1.32060  2.18883  -3.33217  0.21
H  0.98287  -2.48226  1.01092  0.40
H  -2.31864  -3.75551  0.41309  0.22
H  -0.23249  4.30000  -3.97595  0.24
H  1.51868  -6.46875  -1.12905  0.24
H  2.53950  0.32304  -2.97857  0.23
H  0.83248  3.83407  -0.59178  0.53
H  -0.61005  -2.38721  1.42602  0.40



DFT (ωB97M-V/def2-TZVPD) results for a structure of composition C29H32ClN4O4PdS.

Properties
LUMO energy: 2.36 eV
Molar mass: 674.54 Da
Net charge: -1
HOMO-LUMO gap: 6.298 eV
HOMO: -3.93 eV
E: -71581.90820 eV

Last column: Löwdin charge in e.
CARTESIAN COORDINATES (ANGSTROEM)
Pd  -0.00565  0.28822  -0.15313  0.46
Cl  -1.15951  -6.31539  8.32306  0.62
S  0.94874  1.73388  1.71604  0.54
O  5.65799  -3.47395  3.67455  -0.04
O  0.06196  2.77567  1.24308  -0.34
O  -0.06446  -0.60383  4.33441  0.02
O  2.12567  1.41997  0.91259  -0.37
N  1.60267  -3.24085  2.03172  0.12
N  2.76470  -2.67287  1.64108  -0.10
N  0.22932  0.43310  2.32504  -0.08
N  1.22681  -1.78699  0.37831  0.06
C  2.51419  -1.82791  0.63424  -0.15
C  -1.43191  -1.14750  -1.92181  -0.15
C  2.24383  2.77397  5.90519  -0.09
C  2.65509  3.66451  4.91759  -0.09
C  2.25583  -2.53816  5.11736  -0.16
C  4.44572  -2.69754  3.57300  -0.42
C  -1.15374  0.23952  -1.98573  -0.24
C  0.26824  -4.04642  5.36650  -0.01
C  0.93765  -4.64117  7.99075  -0.12
C  -2.85894  0.57162  -0.28280  -0.13
C  2.32668  3.45512  3.58579  -0.04
C  1.17420  1.44876  4.24938  -0.17
C  5.36987  -1.00146  5.17750  -0.03
C  3.49752  -3.29063  4.63615  -0.10
C  -3.16875  -0.76886  -0.30757  -0.14
C  -1.86745  1.10711  -1.12454  -0.20
C  1.58951  2.32927  3.27939  -0.22
C  -2.44604  -1.63599  -1.13074  -0.15
C  -0.17281  -5.21181  7.39840  -0.68
C  1.71245  -3.76776  7.24892  -0.04
C  3.70531  -0.19716  3.52276  -0.02
C  4.04144  -3.09319  2.14017  -0.06
C  -0.51960  -4.92223  6.09156  -0.10
C  4.83899  -1.20020  3.75331  -0.49
C  0.36084  0.31620  3.65483  -0.56
C  1.39347  -3.45799  5.93201  -0.21
C  5.96453  -0.83580  2.77655  -0.04
C  1.49256  1.65480  5.58018  -0.02
C  0.71223  -2.67152  1.25731  -0.20
H  4.09889  0.80482  3.68777  0.10
H  -0.88803  -1.82031  -2.57533  0.09
H  2.63884  4.14325  2.81573  0.11
H  6.75933  -1.57997  2.77000  0.08
H  2.57650  -3.30907  7.70941  0.11
H  5.65483  0.03968  5.30990  0.09
H  2.53155  -1.67804  5.72983  0.11
H  -0.33999  -2.85293  1.35125  0.11
H  3.23446  4.53481  5.19467  0.09
H  4.11344  -3.50902  5.51753  0.12
H  4.79149  -2.69340  1.45957  0.13
H  3.26822  -1.22057  0.17724  0.13
H  1.15748  0.95335  6.32518  0.11
H  2.86489  -0.32413  4.18920  0.06
H  6.38872  0.12112  3.06575  0.09
H  5.98668  -3.38476  4.57744  0.08
H  -3.39639  1.23887  0.37739  0.10
H  3.18404  -4.26610  4.25252  0.13
H  -3.94711  -1.15064  0.33592  0.09
H  1.66773  -2.15669  4.27993  0.08
H  -0.54985  0.63236  -2.80562  0.09
H  1.18349  -4.87337  9.01444  0.10
H  4.62871  -1.23552  5.93633  0.08
H  -1.39497  -5.37218  5.65303  0.10
H  6.26131  -1.59916  5.37196  0.08
H  0.01247  -3.80615  4.34669  0.11
H  5.59185  -0.71447  1.76451  0.08
H  -2.66265  -2.69586  -1.13328  0.09
H  3.32739  -0.21343  2.50704  0.07
H  2.50888  2.96460  6.93456  0.09
H  -1.76948  2.18897  -1.22081  0.10
H  4.08911  -4.18466  2.07899  0.14



DFT (ωB97M-V/def2-TZVPD) results for a cluster of 12 separate species, C26H76O12 in total.

Properties
LUMO energy: 0.48 eV
Molar mass: 580.88 Da
HOMO-LUMO gap: 10.228 eV
HOMO: -9.75 eV
ΔE to the lowest compared entry with this formula, charge and spin: 2.6881 eV
SMILES string: CC(C)O.CC(C)O.CC(C)O.CC(C)O.CCO.CCO.CCO.CCO.CCO.CCO.CCO.O
E: -52760.43936 eV

Last column: Löwdin charge in e.
CARTESIAN COORDINATES (ANGSTROEM)
O  -0.47816  12.87579  -0.14007  -0.06
O  1.01425  8.18091  -3.21255  -0.06
O  -4.49354  10.25542  -2.44328  -0.07
O  -0.88189  3.21900  -6.19377  -0.13
O  1.30238  2.70962  -3.97459  -0.09
O  5.88460  7.71173  -2.85357  -0.05
O  -1.73808  2.86385  -3.71133  -0.11
O  -0.95576  10.42196  2.08385  -0.09
O  2.28023  5.41331  -8.12853  -0.09
O  -1.27063  12.24813  -7.87197  -0.03
O  3.27021  7.59027  -1.31473  -0.06
O  2.12073  2.89321  -6.56483  -0.06
C  5.67290  8.17936  -4.16039  -0.49
C  0.04501  11.23347  -1.89231  -0.06
C  4.27304  7.72263  -4.62694  -0.02
C  3.44208  2.56867  -6.76509  -0.49
C  -2.58515  5.09360  -3.19053  -0.07
C  -1.57179  2.28161  -6.96199  -0.29
C  -0.76344  1.01780  -6.85975  -0.07
C  -1.62678  12.00439  -6.54457  -0.51
C  -0.93396  9.19632  1.35252  -0.33
C  -0.48264  12.62811  -1.48637  -0.35
C  0.28316  6.43090  -9.05035  -0.06
C  0.68897  6.32722  -4.72160  -0.04
C  6.90045  7.73362  -4.86864  -0.07
C  0.50355  8.85307  1.05336  -0.07
C  2.03320  2.68360  -2.71388  -0.41
C  4.31355  3.78478  -6.50562  -0.07
C  -3.70221  9.19730  -2.97012  -0.32
C  2.44065  4.11327  -2.38355  -0.05
C  -1.24038  13.22354  -5.72662  -0.06
C  -0.93167  10.76141  -6.06090  -0.07
C  1.07141  2.11862  -1.64002  -0.05
C  -4.04891  9.02411  -4.43996  -0.08
C  3.73912  2.14621  -8.18986  -0.05
C  0.47389  7.81305  -4.36735  -0.36
C  -2.86464  3.59146  -3.25151  -0.29
C  1.02914  5.13243  -8.77130  -0.30
H  0.92615  8.44839  -5.12887  0.11
H  2.61404  7.73824  -1.99573  -0.02
H  0.19426  2.65031  -1.27122  0.08
H  2.51638  4.59657  -7.68268  0.01
H  -1.67055  14.15131  -6.10385  0.08
H  -3.36145  5.80309  -2.90403  0.06
H  1.56440  4.72860  -2.17945  0.07
H  -1.30469  13.17742  -8.11046  0.09
H  -3.06988  3.22048  -2.24734  0.12
H  1.89335  2.62047  -5.67291  0.05
H  0.69002  1.25393  -2.18311  0.08
H  6.84821  8.15723  -5.87161  0.09
H  5.61918  9.26585  -4.22927  0.13
H  0.36613  6.00009  -5.70996  0.07
H  0.37169  2.88787  -3.82085  0.05
H  3.56348  2.89408  -8.96312  0.08
H  -2.53668  2.12129  -6.48098  0.12
H  1.75636  6.11351  -4.77719  0.06
H  6.82478  7.64715  -2.67057  0.09
H  -1.14542  10.58825  -5.00618  0.06
H  -1.59313  2.75414  -7.94401  0.12
H  3.12849  4.11040  -1.53800  0.09
H  3.77813  8.24461  -5.44590  0.09
H  -3.69206  8.04962  -4.77330  0.07
H  0.83582  8.13759  1.80554  0.08
H  1.52701  1.72508  -0.73137  0.08
H  -0.17130  13.43427  -5.69897  0.09
H  3.77821  4.47520  -5.85383  0.06
H  3.61912  7.70724  -3.75501  0.05
H  1.02322  11.01170  -1.46568  0.08
H  -0.72124  10.49381  -1.66020  0.05
H  4.78247  1.86623  -8.33521  0.08
H  -1.85131  5.12682  -2.38525  0.07
H  1.11248  9.73052  0.83564  0.08
H  -3.64286  3.41351  -3.99367  0.11
H  -1.50933  12.70876  -1.84345  0.10
H  4.58021  4.46062  -7.31817  0.08
H  0.49574  4.35271  -8.22759  0.08
H  6.90891  6.64651  -4.94753  0.09
H  -4.80780  9.86244  -1.62572  0.08
H  7.85061  8.02868  -4.42342  0.08
H  -0.34116  13.82188  -0.05197  0.09
H  0.37934  7.10410  -8.19849  0.07
H  -1.46934  8.41670  1.89442  0.10
H  0.33478  5.75864  -3.86173  0.05
H  0.10118  13.41440  -1.96493  0.11
H  -1.54465  9.39492  0.47178  0.09
H  0.14853  1.06859  -7.45459  0.07
H  -3.66130  9.76485  -5.13936  0.06
H  -5.13889  9.02821  -4.44565  0.08
H  1.32028  4.53988  -9.63860  0.11
H  2.90680  2.04272  -2.83305  0.14
H  -0.58084  8.08429  -4.32169  0.10
H  -0.76412  6.17122  -9.20482  0.07
H  3.43920  1.13027  -8.44679  0.08
H  0.54149  8.25260  0.14446  0.05
H  0.62225  6.97920  -9.92926  0.07
H  -1.61286  13.14669  -4.70513  0.07
H  0.15488  10.71845  -6.13615  0.09
H  0.49332  7.93408  -2.44488  0.10
H  0.09093  11.12596  -2.97603  0.05
H  -0.53408  0.90149  -5.80053  0.08
H  4.29087  6.69160  -4.98016  0.06
H  -1.23602  0.09345  -7.19194  0.07
H  -2.05530  5.40177  -4.09186  0.06
H  4.05255  7.31295  -1.79147  -0.01
H  3.83885  1.79807  -6.10414  0.15
H  -2.69566  11.83107  -6.41991  0.13
H  -1.23536  9.83220  -6.54302  0.08
H  5.27228  3.56267  -6.03700  0.08
H  -3.97105  8.28650  -2.43507  0.10
H  -2.63558  9.40814  -2.89311  0.09
H  2.90039  4.53717  -3.27632  0.06
H  -0.03759  3.40981  -6.60893  0.05
H  -1.38053  3.26028  -4.50920  0.02
H  -1.84339  10.59808  2.40429  0.08